Here is a structure of composition C29H37CsN10O3S in a non-equilibrium geometry from the Open Molecules 2025 dataset. Energies are from the ωB97M-V functional and the def2-TZVPD basis.

As for the LUMO energy: -0.003 Ha. The electronic energy comes out at -2318.8481 hartree. For the frontier orbital gap, the calculation gives 6.831 eV.

Each line ends with the Löwdin charge.
Element x y z (Å)
Cs  -0.031  0.783  -0.002  1.368
O  3.500  3.415  1.145  -0.044
C  2.858  2.406  0.775  -0.580
N  1.850  1.825  1.393  -0.232
C  1.500  2.498  2.615  -0.230
C  0.214  2.070  3.270  -0.269
C  -0.133  2.688  4.481  -0.026
C  -1.296  2.330  5.126  -0.072
C  -2.105  1.350  4.555  -0.077
C  -1.690  0.796  3.362  -0.160
N  -0.570  1.142  2.726  -0.040
C  3.264  1.779  -0.551  -0.205
C  4.380  2.333  -1.185  -0.004
C  4.797  1.826  -2.399  -0.063
C  4.086  0.768  -2.954  -0.074
C  2.996  0.284  -2.256  -0.180
N  2.576  0.768  -1.088  -0.036
H  1.446  3.587  2.456  0.126
H  2.296  2.381  3.368  0.132
H  0.524  3.441  4.898  0.117
H  -1.574  2.803  6.059  0.105
H  -3.022  1.030  5.030  0.098
H  -2.288  0.026  2.878  0.098
H  4.875  3.154  -0.687  0.111
H  5.656  2.239  -2.913  0.104
H  4.366  0.329  -3.903  0.098
H  2.415  -0.542  -2.661  0.087
C  -4.612  2.795  0.066  -0.038
O  -4.703  1.375  0.179  -0.031
C  -3.563  0.709  -0.086  -0.600
O  -2.532  1.222  -0.455  -0.212
N  -3.756  -0.619  0.132  -0.006
N  -2.723  -1.516  -0.084  0.052
H  -5.631  3.165  0.122  0.093
H  -4.157  3.082  -0.880  0.094
H  -4.020  3.204  0.885  0.099
H  -4.676  -0.922  0.403  0.149
H  -2.904  -2.128  -0.866  0.089
H  -2.505  -2.053  0.743  0.080
S  -0.133  -0.018  -7.691  0.972
C  -0.221  -0.028  -5.898  -0.511
C  -0.136  1.161  -5.190  -0.065
C  -0.235  1.106  -3.807  -0.141
N  -0.399  -0.025  -3.132  0.026
C  -0.463  -1.160  -3.820  -0.138
C  -0.376  -1.219  -5.204  -0.073
C  -1.889  0.239  -7.968  -0.516
C  -2.407  1.519  -8.084  -0.079
C  -3.777  1.652  -8.270  -0.141
N  -4.610  0.620  -8.350  0.059
C  -4.096  -0.601  -8.252  -0.142
C  -2.744  -0.849  -8.064  -0.081
H  0.005  2.102  -5.705  0.107
H  -0.176  2.014  -3.214  0.110
H  -0.580  -2.066  -3.232  0.107
H  -0.428  -2.163  -5.730  0.104
H  -1.764  2.386  -8.030  0.104
H  -4.228  2.634  -8.362  0.107
H  -4.802  -1.422  -8.330  0.106
H  -2.362  -1.858  -7.995  0.103
C  -0.791  -4.887  0.952  -0.095
N  0.568  -5.187  0.540  -0.187
C  1.300  -5.936  1.555  -0.066
C  1.248  -4.146  -0.101  -0.467
N  0.727  -2.982  -0.153  0.160
N  2.485  -4.505  -0.607  -0.179
C  2.683  -5.789  -1.257  -0.070
C  3.358  -3.456  -1.087  -0.069
H  -1.266  -5.820  1.256  0.083
H  -1.332  -4.456  0.113  0.068
H  -0.822  -4.176  1.787  0.084
H  1.276  -5.420  2.523  0.094
H  2.337  -6.067  1.263  0.074
H  0.841  -6.918  1.679  0.087
H  1.252  -2.344  -0.741  0.014
H  1.854  -6.454  -1.037  0.082
H  3.614  -6.252  -0.918  0.087
H  2.746  -5.663  -2.344  0.088
H  3.094  -3.118  -2.099  0.087
H  4.377  -3.841  -1.113  0.090
H  3.332  -2.601  -0.412  0.092



Here is a structure of composition C29H37N5NiS in a non-equilibrium geometry from the Open Molecules 2025 dataset. Energies are from the ωB97M-V functional and the def2-TZVPD basis.

As for the spin multiplicity: 3. As for the LUMO energy (spin up / spin down): 0.150 / 0.150 Ha. As for the expectation value of S²: 2.014. The net charge is -2. The electronic energy comes out at -3307.3915 hartree. For the frontier orbital gap (spin up / spin down), the calculation gives 1.648 / 4.081 eV.

Each line ends with the Löwdin spin population.
Element x y z (Å)
Ni  0.383  -0.375  -0.253  0.811
N  -1.490  -1.182  0.786  0.053
N  -0.345  -2.465  -1.522  0.000
C  2.067  0.765  -0.710  0.034
C  2.403  -0.461  -0.035  0.000
C  1.743  -0.444  1.250  0.011
C  1.840  -1.495  2.299  0.009
H  1.852  -2.493  1.840  0.002
H  0.971  -1.429  2.971  0.002
H  2.750  -1.387  2.909  0.004
C  1.039  0.801  1.368  0.021
C  0.419  1.382  2.587  0.013
H  1.062  2.176  3.000  0.005
H  0.275  0.616  3.358  0.001
H  -0.559  1.822  2.351  0.001
C  1.212  1.525  0.149  0.006
C  0.703  2.896  -0.139  -0.001
H  -0.022  3.209  0.620  0.000
H  0.220  2.949  -1.125  0.000
H  1.533  3.615  -0.133  0.000
C  3.223  -1.579  -0.578  -0.002
H  4.255  -1.574  -0.204  -0.001
H  3.263  -1.534  -1.674  0.000
H  2.774  -2.541  -0.299  0.000
C  2.569  1.268  -2.018  0.006
H  1.719  1.606  -2.627  0.001
H  3.100  0.484  -2.568  0.000
H  3.247  2.130  -1.910  0.003
C  -2.504  -0.664  1.469  0.010
H  -2.640  0.419  1.439  0.001
C  -3.343  -1.495  2.219  0.015
H  -4.197  -1.065  2.749  0.003
C  -2.995  -2.850  2.337  0.010
H  -3.587  -3.493  2.996  0.007
C  -1.903  -3.363  1.651  0.011
H  -1.596  -4.405  1.731  0.003
C  -1.205  -2.511  0.751  0.007
C  -0.202  -2.922  -0.201  0.004
H  0.154  -3.951  -0.145  0.001
C  -0.426  -1.106  -1.722  0.016
C  -0.136  -3.091  -2.767  0.001
H  0.019  -4.149  -2.844  0.000
C  -0.276  -2.149  -3.711  0.003
H  -0.234  -2.232  -4.783  0.001
N  -0.495  -0.930  -3.061  0.002
C  -0.670  0.358  -3.634  0.000
C  0.191  0.809  -4.650  0.000
C  0.038  2.127  -5.098  0.000
H  0.674  2.490  -5.907  0.000
C  -0.893  2.987  -4.511  -0.001
C  -1.072  4.391  -5.013  0.000
H  -0.916  5.115  -4.201  0.000
H  -2.086  4.556  -5.408  0.000
H  -0.351  4.599  -5.812  0.000
C  -1.688  2.523  -3.459  0.000
H  -2.416  3.189  -2.996  0.000
C  -1.585  1.209  -2.994  0.000
C  -2.455  0.730  -1.884  0.000
H  -3.149  -0.058  -2.207  0.000
H  -3.047  1.568  -1.503  0.000
H  -1.872  0.332  -1.034  0.000
C  1.289  -0.043  -5.201  0.000
H  0.913  -0.782  -5.920  0.000
H  1.861  -0.575  -4.428  0.000
H  1.999  0.595  -5.740  0.000
N  -0.398  -1.073  6.939  0.093
C  -0.627  -1.744  5.792  0.068
N  -0.359  -3.078  5.849  0.069
S  -1.219  -1.016  4.396  0.352
H  0.119  -1.490  7.702  0.136
H  -0.587  -0.080  6.966  0.071
H  -0.702  -3.629  5.070  0.022
H  -0.288  -3.532  6.754  0.119



Here is a structure of composition C29H37N8O2Si2Sn in a non-equilibrium geometry from the Open Molecules 2025 dataset. Energies are from the ωB97M-V functional and the def2-TZVPD basis.

As for the LUMO energy: 0.076 Ha. The net charge is -1. The electronic energy comes out at -2509.1145 hartree. For the frontier orbital gap, the calculation gives 4.973 eV.

Each line ends with the Löwdin charge.
Element x y z (Å)
Sn  -0.085  0.304  0.530  0.861
O  -0.962  -4.755  -0.550  -0.003
C  0.396  -4.967  -0.515  -0.250
C  0.993  -5.831  -1.422  -0.016
C  2.353  -6.078  -1.366  -0.079
C  3.129  -5.463  -0.392  -0.083
C  2.543  -4.593  0.504  -0.025
C  1.174  -4.319  0.455  -0.081
C  0.615  -3.265  1.313  -0.350
O  -0.723  -3.165  1.451  0.062
N  1.386  -2.437  1.909  0.086
N  0.905  -1.256  2.299  -0.085
C  0.707  -0.941  3.524  -0.095
C  -0.009  0.270  3.856  -0.280
C  -0.171  0.650  5.195  -0.031
C  -0.998  1.701  5.516  -0.070
C  -1.676  2.355  4.487  -0.050
C  -1.447  1.947  3.191  -0.130
N  -0.632  0.943  2.860  -0.028
H  -1.129  -3.766  0.797  0.068
H  0.379  -6.285  -2.190  0.116
H  2.811  -6.724  -2.103  0.104
H  4.196  -5.640  -0.351  0.103
H  3.128  -4.059  1.240  0.113
H  0.966  -1.627  4.331  0.126
H  0.358  0.104  5.965  0.109
H  -1.129  2.009  6.546  0.103
H  -2.356  3.171  4.685  0.104
H  -1.935  2.439  2.358  0.078
C  -1.815  2.780  -2.308  -0.264
Si  -1.787  2.417  -0.413  0.463
C  -3.636  2.750  0.088  -0.271
C  -0.904  4.027  0.194  -0.338
C  -1.551  5.262  0.074  -0.128
C  -0.946  6.449  0.457  -0.114
C  0.343  6.421  0.972  -0.114
C  1.000  5.207  1.094  -0.124
C  0.401  4.000  0.718  -0.313
Si  1.425  2.390  0.958  0.454
C  2.113  2.588  2.736  -0.228
C  2.894  2.620  -0.231  -0.240
H  -2.058  3.827  -2.512  0.010
H  -2.552  2.158  -2.826  0.002
H  -0.836  2.572  -2.747  0.008
H  -4.190  3.247  -0.714  0.008
H  -3.704  3.382  0.978  0.002
H  -4.154  1.816  0.317  -0.002
H  -2.560  5.294  -0.329  0.088
H  -1.474  7.391  0.352  0.089
H  0.831  7.342  1.272  0.089
H  2.010  5.196  1.495  0.088
H  2.930  3.312  2.785  0.017
H  2.483  1.633  3.117  0.013
H  1.320  2.926  3.407  0.014
H  3.389  3.582  -0.079  0.013
H  2.557  2.569  -1.268  0.019
H  3.622  1.818  -0.095  0.010
N  -1.554  -3.272  -3.444  -0.082
C  -0.445  -2.508  -4.030  -0.202
C  0.065  -1.525  -2.981  -0.233
N  -0.967  -0.622  -2.483  -0.078
C  -2.125  -1.370  -2.022  -0.247
C  -2.645  -2.365  -3.063  -0.217
H  -1.283  -4.460  -1.456  0.122
H  -1.887  -3.968  -4.100  0.103
H  -0.776  -1.949  -4.919  0.112
H  0.356  -3.189  -4.323  0.098
H  0.886  -0.938  -3.391  0.117
H  0.451  -2.085  -2.127  0.089
H  -1.241  0.024  -3.217  0.095
H  -2.912  -0.666  -1.745  0.110
H  -1.824  -1.914  -1.124  0.079
H  -3.019  -1.811  -3.938  0.109
H  -3.467  -2.953  -2.647  0.108
N  3.215  -3.348  -3.972  0.057
C  3.256  -2.752  -2.971  -0.453
N  3.389  -2.128  -1.843  0.066
C  2.623  -1.324  -1.216  -0.395
N  1.964  -0.574  -0.605  0.011